No. 1
Computed, not measured: a structure of composition C41H33IN2O5S, with ωB97M-V/def2-TZVPD.

Values from the calculation:
**Kohn-Sham gap**: 7.8331 eV
**LUMO energy**: -1.07 eV

CARTESIAN COORDINATES (ANGSTROEM)
C: 6.6694 -7.3477 1.5092
C: 5.6100 -8.4580 1.5644
O: 4.3187 -8.0273 1.1831
C: 3.7529 -7.1105 2.0941
C: 2.2822 -6.9729 1.7633
C: 1.5677 -5.8689 2.4922
C: 0.1816 -5.6591 2.1547
C: -0.6129 -4.7204 2.7198
C: -2.0604 -4.5374 2.3515
C: -3.0614 -5.3962 3.1354
C: -2.6245 -6.8358 3.3476
I: -3.5700 -4.5502 5.0508
C: 0.0035 -3.8735 3.6842
N: -0.5505 -2.8455 4.3219
S: 0.5692 -2.2190 5.2663
N: 1.8204 -3.1843 4.9405
C: 1.3775 -4.0628 4.0373
C: 2.1504 -5.0851 3.4286
H: 7.6016 -7.7054 1.0795
H: 6.2976 -6.5244 0.8987
H: 6.8660 -6.9461 2.5030
H: 5.5578 -8.8640 2.5819
H: 5.8814 -9.2683 0.8923
H: 4.2376 -6.1325 2.0052
H: 3.8765 -7.4811 3.1202
H: 1.7627 -7.9130 1.9659
H: 2.1980 -6.8061 0.6860
H: -0.2514 -6.2985 1.3924
H: -2.1880 -4.7870 1.2959
H: -2.3035 -3.4835 2.4878
H: -3.9998 -5.3745 2.5872
H: -1.8019 -6.8944 4.0584
H: -3.4500 -7.4335 3.7292
H: -2.2922 -7.2587 2.3962
H: 3.1847 -5.1797 3.7313
C: -3.1354 1.0094 5.6888
C: -2.2873 0.0918 5.0779
C: -1.9105 0.2668 3.7574
C: -2.3825 1.3593 3.0413
C: -3.2414 2.2759 3.6518
C: -3.6110 2.0990 4.9789
C: -3.7862 3.4407 2.8975
O: -4.5238 4.2429 3.4300
C: -3.3973 3.5849 1.4656
C: -3.9229 4.6374 0.7266
C: -3.5659 4.7960 -0.6014
C: -2.6774 3.9078 -1.1982
C: -2.1531 2.8557 -0.4668
C: -2.5137 2.6862 0.8641
C: -1.9524 1.5334 1.6247
O: -1.1731 0.7612 1.1069
H: -3.4280 0.8708 6.7213
H: -1.9385 -0.7694 5.6312
H: -1.2565 -0.4428 3.2714
H: -4.2729 2.8169 5.4429
H: -4.6092 5.3246 1.2017
H: -3.9779 5.6147 -1.1765
H: -2.3931 4.0418 -2.2343
H: -1.4626 2.1573 -0.9189
C: 1.4218 2.6313 -6.0518
C: 2.4128 3.0324 -6.9413
C: 2.5759 4.3738 -7.2422
C: 1.7435 5.3210 -6.6598
C: 0.7399 4.9172 -5.7769
C: 0.5871 3.5706 -5.4714
C: -0.1861 5.9089 -5.1601
O: -1.0520 5.5595 -4.3854
C: -0.0172 7.3430 -5.5285
C: -0.8935 8.2828 -5.0006
C: -0.7468 9.6212 -5.3217
C: 0.2795 10.0281 -6.1676
C: 1.1541 9.0958 -6.6987
C: 1.0068 7.7505 -6.3859
C: 1.9475 6.7615 -6.9860
O: 2.8476 7.1165 -7.7163
H: 1.3007 1.5830 -5.8133
H: 3.0595 2.2956 -7.3988
H: 3.3463 4.6983 -7.9277
H: -0.1884 3.2700 -4.7809
H: -1.6848 7.9555 -4.3408
H: -1.4320 10.3515 -4.9122
H: 0.3949 11.0755 -6.4132
H: 1.9544 9.3996 -7.3590

Atomic forces in eV per Å
-0.349 0.055 0.155
0.281 0.145 0.134
-0.077 -0.073 -0.036
-0.160 -0.095 -0.092
0.013 0.033 -0.066
-0.342 -0.054 -0.197
0.147 -0.242 -0.142
-0.232 0.085 0.027
0.167 0.157 0.242
0.075 -0.163 -0.096
-0.068 0.093 -0.034
-0.048 0.023 0.003
0.387 -0.018 0.140
-0.318 0.132 -0.073
0.436 -0.045 0.139
-0.276 0.168 0.045
-0.078 0.035 -0.010
0.287 0.123 0.232
0.060 -0.012 0.035
0.082 -0.042 -0.149
0.107 0.037 -0.020
0.031 -0.123 -0.017
-0.148 -0.030 -0.092
0.100 0.005 0.092
0.087 0.084 0.056
0.073 -0.069 -0.028
-0.035 0.018 -0.012
0.068 -0.053 -0.030
0.002 -0.013 -0.038
-0.145 0.002 -0.166
-0.086 0.057 0.110
0.057 -0.032 -0.047
0.000 -0.019 0.004
-0.016 -0.065 0.001
-0.013 -0.078 -0.049
0.033 0.012 -0.011
-0.090 0.038 -0.012
0.019 -0.058 0.079
-0.028 0.072 -0.012
0.017 -0.020 -0.072
0.000 -0.051 0.094
-0.039 0.059 0.039
-0.001 -0.009 -0.004
0.033 -0.060 0.015
-0.011 0.066 -0.085
0.012 -0.024 0.010
0.014 0.014 -0.035
-0.011 0.050 -0.093
-0.031 0.001 0.059
0.056 -0.046 -0.030
-0.018 -0.006 -0.004
-0.004 -0.006 0.004
-0.006 -0.038 -0.012
0.003 0.007 -0.046
-0.015 0.035 -0.056
0.005 -0.027 0.065
0.006 0.006 -0.007
0.008 0.027 -0.001
0.007 -0.042 0.053
0.013 0.013 -0.011
-0.021 0.008 0.016
0.043 -0.095 -0.011
-0.051 0.029 0.040
0.014 0.057 -0.034
0.022 -0.097 -0.008
-0.041 -0.029 0.055
-0.038 -0.020 0.029
0.051 -0.027 -0.036
-0.035 0.096 0.023
0.022 -0.003 -0.016
-0.012 -0.020 0.014
-0.026 0.104 0.002
-0.031 -0.063 0.019
0.066 0.023 -0.043
-0.013 -0.002 -0.005
0.000 -0.006 -0.002
0.006 -0.006 0.004
-0.009 0.067 0.009
-0.028 0.057 0.006
0.019 -0.065 0.004
0.000 0.006 0.005
-0.003 0.006 -0.001
0.022 -0.062 -0.015

=====

No. 2
Computed, not measured: an isolated molecule of CHCl3, with ωB97M-V/def2-TZVPD.

Values from the calculation:
**Energy relative to the best compared isomer or geometry (same formula, charge and spin)**: 4.7 kcal per mole
**Kohn-Sham gap**: 11.8980 eV
**LUMO energy**: 0.83 eV
**SMILES**: ClC(Cl)Cl

CARTESIAN COORDINATES (ANGSTROEM)
Cl: -0.8876 -1.1776 -0.7609
C: 0.0463 0.1192 -0.0667
Cl: 1.6286 -0.4726 0.3588
Cl: -0.7380 0.7031 1.3581
H: -0.0493 0.8279 -0.8893

Atomic forces in eV per Å
-0.671 -1.170 -0.363
-0.537 -0.270 -0.581
0.620 0.284 -0.319
-0.439 0.663 0.659
1.027 0.492 0.604

=====

No. 3
Computed, not measured: a structure of composition C5H14NO2, with ωB97M-V/def2-TZVPD.

Values from the calculation:
**Expectation value of S²**: 0.751
**Energy relative to the best compared isomer or geometry (same formula, charge and spin)**: 8.7 kcal per mole
**Charge**: -2
**Multiplicity**: 2
**Kohn-Sham gap (spin up / spin down)**: 2.8857 / 8.0804 eV
**LUMO energy (spin up / spin down)**: 6.91 / 6.86 eV

CARTESIAN COORDINATES (ANGSTROEM)
C: -1.2085 -0.7247 1.2787
O: -0.6185 -0.8090 2.5486
C: -1.1050 0.6713 0.6332
C: -1.2301 0.7250 -0.8807
C: -0.3104 -0.2189 -1.6803
C: 1.0883 -0.4023 -1.1170
N: 2.0361 0.5965 -1.6884
H: -0.7747 -1.4721 0.6002
H: -2.2761 -0.9951 1.3467
H: -1.9573 1.2650 1.0042
H: -0.2339 1.1935 1.0176
H: -2.2837 0.5164 -1.0827
H: -0.9095 1.7458 -1.1572
H: -0.2496 0.1194 -2.7025
H: -0.8193 -1.1893 -1.7219
H: 1.0743 -0.3098 -0.0331
H: 1.4486 -1.3975 -1.3476
H: 2.5904 0.9866 -0.9395
H: 1.4981 1.3843 -2.0386
H: 1.8421 0.0586 2.8873
H: 0.5496 -0.8852 2.4807
O: 1.8489 -0.8587 2.5925

Atomic forces in eV per Å
0.385 -0.033 0.410
0.005 0.006 -0.339
-0.786 -0.202 0.502
1.063 0.301 0.160
-0.782 -0.505 0.724
0.168 0.674 -0.054
-0.169 -0.034 -0.030
0.110 -0.009 -0.131
-0.026 0.029 0.000
0.150 0.042 0.115
0.444 -0.164 -0.106
0.027 0.284 -0.588
-0.723 -0.090 -0.270
0.090 0.141 -0.592
0.096 -0.002 -0.019
0.038 -0.204 0.080
0.166 -0.309 -0.116
0.161 -0.005 0.176
-0.073 0.000 -0.091
0.273 0.022 0.014
-0.250 -0.072 0.247
-0.368 0.130 -0.092

=====

No. 4
Computed, not measured: a cluster of 2 separate species, CH5N2O2Si in total, with ωB97M-V/def2-TZVPD.

Values from the calculation:
**Energy relative to the best compared isomer or geometry (same formula, charge and spin)**: 35.2 kcal per mole
**Charge**: -1
**Kohn-Sham gap (spin up / spin down)**: 7.6466 / 7.6462 eV
**LUMO energy (spin up / spin down)**: 4.19 / 4.19 eV

CARTESIAN COORDINATES (ANGSTROEM)
C: -1.1402 -0.9462 0.5563
N: -1.9576 -0.1972 -0.3642
N: -1.2616 0.5623 0.3437
O: 0.3308 1.2783 -0.4944
O: -2.9470 -0.5068 -1.0842
Si: 1.7632 0.8069 -0.1658
H: -1.4054 -1.3771 1.5462
H: -0.2766 -1.3318 0.1138
H: 2.5989 0.7418 -1.4806
H: 2.5076 1.6319 0.6284
H: 1.7879 -0.6621 0.4010

Atomic forces in eV per Å
-0.204 1.288 -0.039
0.594 -2.678 2.654
-3.217 -0.518 0.529
0.185 1.089 -1.180
-0.222 1.450 -0.708
-0.025 -2.605 -2.541
-0.530 0.509 -0.834
1.318 -0.682 -0.437
0.035 -0.209 0.628
1.718 1.536 2.013
0.348 0.820 -0.086

=====

no.,energy (Ha)
1,-2763.813494
2,-1419.264433
3,-403.988366
4,-590.422941